one | {"formula": "C16H17N", "method": "wB97M-V/def2-TZVPD", "elements": ["N", "C", "C", "C", "C", "C", "C", "C", "C", "C", "C", "C", "C", "C", "C", "C", "C", "H", "H", "H", "H", "H", "H", "H", "H", "H", "H", "H", "H", "H", "H", "H", "H", "H"], "coordinates": [[1.40235, 0.77470, 1.94966], [0.81754, 0.21562, -2.56014], [-2.09347, 0.38793, 1.08609], [0.03075, -1.32583, 2.06191], [1.05505, 2.10121, 1.49910], [-1.28898, -1.77677, 1.76651], [-2.29721, -1.00192, 1.28422], [-0.95648, 3.29145, 0.55555], [-0.19562, 2.10594, 1.01944], [0.26991, 0.00343, 1.80403], [1.50984, -2.12766, -1.23893], [-0.19372, -0.65050, -2.07954], [-1.60025, -0.20916, -2.36135], [0.15211, -1.87136, -1.51215], [2.46730, -1.25285, -1.66396], [-0.79689, 0.79444, 1.25913], [2.14593, -0.05026, -2.31514], [-2.02221, 3.08593, 0.71392], [-2.34697, -0.90166, -2.74129], [-0.94030, 3.42952, -0.52842], [-1.71736, 0.52824, -3.17317], [3.51708, -1.39793, -1.43114], [-3.27857, -1.38953, 1.04064], [-1.98021, 0.37390, -1.51739], [-0.64915, -2.57034, -1.31697], [-2.92293, 1.03806, 0.85484], [-1.53515, -2.80539, 2.00545], [2.30348, 0.46646, 1.65534], [0.44635, 1.13149, -3.00179], [0.59055, -2.12784, 2.52064], [-0.79234, 4.23444, 1.07211], [2.92392, 0.58767, -2.71043], [1.82153, 2.84925, 1.39274], [1.78189, -2.99570, -0.66047]], "e_homo_ev": -7.9, "smiles": "Cc1c[nH]c2ccccc12.Cc1ccccc1", "lumo_ha": 0.034, "total_charge": 0}

---

two | {"formula": "C16H17N", "method": "wB97M-V/def2-TZVPD", "elements": ["N", "C", "C", "C", "C", "C", "C", "C", "C", "C", "C", "C", "C", "C", "C", "C", "C", "H", "H", "H", "H", "H", "H", "H", "H", "H", "H", "H", "H", "H", "H", "H", "H", "H"], "coordinates": [[1.25844, 1.32684, -1.72353], [2.12139, 1.29405, -2.78226], [-2.11490, 1.95306, 3.21781], [2.99400, -0.28730, -4.57908], [-2.31980, 0.52833, 3.36685], [1.07897, -2.16186, -2.75473], [0.81879, -0.03991, -1.65087], [-0.41056, -2.03051, -0.86758], [1.38951, -0.81081, -2.68406], [2.23829, -0.01728, -3.36358], [-1.28259, -0.39021, 3.12591], [-3.56346, 0.16524, 3.95544], [-0.85485, 2.42904, 2.84729], [-0.15711, -0.63306, -0.88127], [-0.03236, 0.11675, 2.68312], [0.25483, -2.73778, -1.85048], [0.17561, 1.49124, 2.61801], [1.35169, -2.60656, -3.72345], [2.57412, 0.24812, -5.46024], [-3.00868, 2.68871, 3.39821], [1.51227, 1.85165, -0.87070], [4.06761, -0.05696, -4.36907], [-0.02958, -3.72954, -2.02314], [1.24509, 1.81953, 2.52230], [-4.42625, 0.80313, 4.03912], [-0.62593, 3.45864, 2.58965], [-1.19634, -2.39117, -0.19877], [-1.33390, -1.53046, 3.14580], [-0.88314, 0.01957, -0.37961], [-3.19162, -0.20449, 4.92763], [0.61313, -0.70657, 2.46180], [-3.98749, -0.71331, 3.50282], [2.90827, -1.20774, -5.13080], [2.81653, 2.06161, -3.10858]], "e_homo_ev": -7.4, "smiles": "Cc1c[nH]c2ccccc12.Cc1ccccc1", "lumo_ha": 0.031, "total_charge": 0}

---

Most stable one: one, least stable one: two.

---

one | {"formula": "C16H17N", "method": "wB97M-V/def2-TZVPD", "elements": ["N", "C", "C", "C", "C", "C", "C", "C", "C", "C", "C", "C", "C", "C", "C", "C", "C", "H", "H", "H", "H", "H", "H", "H", "H", "H", "H", "H", "H", "H", "H", "H", "H", "H"], "coordinates": [[-0.71351, -1.96968, 2.65333], [1.09236, 2.67350, -1.81552], [-1.17499, 2.07497, -1.98586], [-0.88901, -2.49929, 0.41251], [2.43453, -0.35809, 1.67416], [2.50556, -0.85729, 0.38425], [1.30259, -1.36578, -0.18216], [0.28162, -1.71255, 0.62694], [1.08324, 2.51265, -0.47679], [1.36288, -0.45057, 2.53436], [-0.02716, 1.90176, 0.11195], [-1.38214, -2.65630, -0.94875], [0.02112, 2.52676, -2.62052], [-2.53634, 2.41530, -2.60891], [0.33768, -1.30993, 2.04981], [-1.46236, -2.73602, 1.67378], [-1.21199, 1.59563, -0.68038], [-2.09313, 1.19630, -0.24021], [-2.62981, 2.47354, -3.68732], [1.16464, 0.10692, 3.51272], [1.27059, -1.50326, -1.25861], [-0.49864, -2.71091, -1.64590], [3.36885, 0.27884, 1.97871], [-3.21618, 1.62339, -2.42394], [-2.31062, -3.18814, 2.03448], [-1.83541, -3.68820, -1.06622], [2.00243, 2.70155, 0.04367], [-2.06962, -1.79598, -1.06861], [2.05715, 2.89252, -2.33761], [-0.05870, 2.90438, -3.68447], [3.34126, -0.93807, -0.36146], [-2.87074, 3.22181, -2.12026], [-0.18206, 1.76382, 1.17702], [-0.87089, -2.07920, 3.68146]], "e_homo_ev": -7.7, "smiles": "Cc1c[nH]c2ccccc12.Cc1ccccc1", "lumo_ha": 0.033, "total_charge": 0}

---

two | {"formula": "C16H17N", "method": "wB97M-V/def2-TZVPD", "elements": ["N", "C", "C", "C", "C", "C", "C", "C", "C", "C", "C", "C", "C", "C", "C", "C", "C", "H", "H", "H", "H", "H", "H", "H", "H", "H", "H", "H", "H", "H", "H", "H", "H", "H"], "coordinates": [[-0.53063, -2.92822, 0.61412], [1.90375, 1.61915, -1.60566], [-0.79498, 1.21226, -2.02767], [1.54857, -2.31623, 1.98007], [-1.05283, 3.48084, -3.05755], [1.11278, 2.65058, -2.06939], [0.27490, -2.18583, 1.44564], [0.05668, 0.13466, -1.62488], [0.17784, 0.19039, 2.15752], [-0.42259, -0.94879, 1.63425], [-1.69453, -1.04609, 0.97790], [-1.72150, -2.26861, 0.37250], [1.51386, 0.03976, 2.57762], [1.36893, 0.31045, -1.39043], [2.12017, -1.19914, 2.59034], [-0.24514, 2.38963, -2.41455], [-2.76162, -0.01577, 0.77174], [-0.22183, -3.76516, 0.14761], [2.02521, -3.27992, 1.84138], [2.96442, 1.77310, -1.46588], [-2.10612, 3.24479, -2.97467], [-0.58902, -0.73933, -1.62162], [1.61176, 3.58436, -2.29418], [-2.49940, 0.83382, 1.41910], [-0.33709, 1.13825, 2.15562], [-2.49155, -2.78994, -0.16626], [-3.65271, -0.38096, 1.30001], [-3.00569, 0.32789, -0.22419], [3.17133, -1.14666, 2.85545], [2.00691, 0.85858, 3.08792], [-0.72411, 3.59349, -4.09299], [1.96178, -0.54823, -1.09691], [-1.77334, 0.89890, -2.38555], [-0.81994, 4.45833, -2.61967]], "e_homo_ev": -7.7, "smiles": "Cc1c[nH]c2ccccc12.Cc1ccccc1", "lumo_ha": 0.033, "total_charge": 0}

---

Most stable one: two, least stable one: one.

---

one | {"formula": "C4H10O5", "method": "wB97M-V/def2-TZVPD", "elements": ["O", "O", "O", "O", "O", "C", "C", "C", "C", "H", "H", "H", "H", "H", "H", "H", "H", "H", "H"], "coordinates": [[1.26953, 0.09749, 1.10311], [0.98881, -0.85030, -0.97467], [-1.93054, -0.01520, -0.46416], [-0.74773, -1.13304, 2.21907], [0.50698, -2.68722, 1.24656], [-0.70141, 0.64401, -0.25768], [-0.34164, -1.67422, 1.01970], [0.35541, -0.38072, 0.16888], [-0.29446, 1.45939, -1.50766], [-1.09408, -2.10333, 0.34569], [-0.40577, 0.86589, -2.42287], [2.05274, 0.14184, 0.66321], [0.90354, -1.77658, -1.08639], [-2.74114, 0.41614, -0.14517], [-0.18145, -0.54749, 2.71236], [-0.80769, 1.42412, 0.45856], [-1.04025, 2.28638, -1.72581], [1.32018, -2.21595, 1.61939], [0.72620, 1.90658, -1.50883]], "e_homo_ev": -9.6, "smiles": "C[C@@H](O)C(O)(O)C(O)O", "lumo_ha": 0.022, "total_charge": 0}

---

two | {"formula": "C4H10O5", "method": "wB97M-V/def2-TZVPD", "elements": ["O", "O", "O", "O", "O", "C", "C", "C", "C", "H", "H", "H", "H", "H", "H", "H", "H", "H", "H"], "coordinates": [[-1.27608, -1.88460, 1.31211], [1.71333, 0.74563, -0.12030], [-0.04788, -1.98245, -0.57612], [0.97624, -1.41979, 1.39290], [-0.16016, 2.54157, 0.40587], [0.05517, 0.79959, -1.79330], [-0.56459, 0.52946, 0.66807], [-0.18299, -1.32576, 0.64018], [0.38990, 0.87971, -0.34619], [-0.65309, 3.07248, -0.23249], [-1.60323, 0.52745, 0.37429], [1.91255, 0.92941, 0.80861], [0.90393, 0.99342, -2.44839], [1.67750, -1.89984, 0.91932], [-0.30629, -0.13847, -2.21254], [-0.68659, -2.70258, -0.64599], [-1.11944, -1.86102, 2.26392], [-0.31221, 0.69815, 1.70675], [-0.71607, 1.49764, -2.11671]], "e_homo_ev": -8.1, "lumo_ha": 0.019, "total_charge": 0}

---

Most stable one: one, least stable one: two.